Record 1
DFT (ωB97M-V with the def2-TZVPD basis set) results for C7H18O12V3 as an isolated structure in a non-equilibrium geometry.

Positions of all 40 atoms, in Å:
1 O 13.223 31.258 27.272
2 V 14.513 32.173 27.057
3 O 14.957 32.702 28.517
4 O 19.121 33.276 25.015
5 V 18.268 32.043 25.530
6 O 18.637 31.940 27.067
7 O 15.267 29.670 22.385
8 V 15.918 29.877 23.792
9 O 15.151 28.828 24.808
10 C 15.767 32.475 24.576
11 O 16.640 32.143 23.748
12 O 14.925 31.664 24.790
13 O 16.273 32.925 25.592
14 O 18.673 31.992 21.763
15 H 17.931 32.108 22.356
16 H 18.366 32.337 20.924
17 C 13.082 33.934 21.864
18 C 12.044 34.349 22.937
19 C 11.406 33.108 23.582
20 O 12.569 35.165 23.944
21 H 12.595 33.402 21.047
22 H 13.915 33.316 22.198
23 H 13.498 34.753 21.276
24 H 11.304 34.999 22.471
25 H 11.024 32.457 22.795
26 H 10.535 33.098 24.236
27 H 12.165 32.479 24.047
28 H 12.685 36.053 23.597
29 C 17.413 35.544 21.520
30 C 17.954 35.236 22.901
31 C 19.052 36.169 23.367
32 O 16.934 35.307 23.884
33 H 16.942 34.676 21.059
34 H 18.150 35.898 20.798
35 H 16.566 36.228 21.569
36 H 18.386 34.240 22.998
37 H 19.487 36.018 24.356
38 H 18.764 37.216 23.285
39 H 19.922 36.126 22.712
40 H 16.772 34.425 24.224

## Properties
**Total charge**: +1
**Multiplicity**: 1

---

Record 2
DFT (ωB97M-V with the def2-TZVPD basis set) results for an isolated ion of composition C7H19BIO3P2 and charge -1 in a non-equilibrium geometry.

Positions of all 33 atoms, in Å:
1 C -2.991 -0.866 0.322
2 C -2.123 -1.828 -0.647
3 P -0.442 -1.099 -1.121
4 C -0.535 0.056 -2.613
5 C -1.998 0.259 -3.246
6 P 0.455 0.102 0.499
7 C 1.881 -1.156 0.806
8 C 2.363 -1.954 -0.479
9 O 2.784 -1.445 -1.534
10 I 2.311 -4.167 -0.304
11 B 1.094 1.198 1.968
12 O 1.670 0.694 3.206
13 O 1.025 2.660 1.857
14 C 2.312 3.219 2.238
15 H -2.899 0.241 0.042
16 H -4.098 -1.138 0.258
17 H -2.619 -1.017 1.393
18 H -1.911 -2.800 -0.065
19 H -2.768 -2.151 -1.538
20 H -0.167 1.106 -2.301
21 H 0.160 -0.268 -3.460
22 H -1.876 0.252 -4.395
23 H -2.747 -0.560 -3.011
24 H -2.369 1.309 -2.992
25 H 1.222 0.884 -0.454
26 H -0.652 1.061 0.321
27 H -0.403 -0.648 1.437
28 H 1.586 -1.858 1.668
29 H 2.790 -0.541 1.164
30 H 0.970 0.405 3.827
31 H 3.159 2.577 1.791
32 H 2.413 4.322 1.979
33 H 2.400 3.152 3.385

## Properties
**Total charge**: -1
**Multiplicity**: 1

---

Record 3
DFT (ωB97M-V with the def2-TZVPD basis set) results for a 2-piece molecular cluster, C7H19BNO4S overall in a non-equilibrium geometry.

Positions of all 33 atoms, in Å:
1 C -0.154 -2.370 3.037
2 C -0.847 -1.246 2.063
3 C 0.286 -0.040 1.819
4 O 1.427 -0.685 1.150
5 S 2.172 0.334 0.004
6 C 3.120 1.754 0.839
7 B 2.447 3.153 0.234
8 O 2.883 4.487 0.702
9 O 1.390 3.030 -0.822
10 H 0.920 -2.715 2.709
11 H -0.057 -1.887 4.115
12 H -0.837 -3.321 3.056
13 H -1.152 -1.666 1.002
14 H -1.777 -0.798 2.657
15 H -0.198 0.845 1.212
16 H 0.611 0.281 2.922
17 H 3.209 -0.464 -0.561
18 H 2.958 1.616 1.990
19 H 4.276 1.693 0.573
20 H 2.102 4.842 1.225
21 H 1.881 2.965 -1.708
22 C -3.085 -1.562 -1.515
23 O -2.863 -2.074 -0.425
24 N -2.162 -0.885 -2.283
25 C -2.506 -0.307 -3.565
26 C -0.805 -0.746 -1.794
27 H -4.083 -1.608 -1.980
28 H -1.876 -0.760 -4.336
29 H -2.325 0.770 -3.527
30 H -3.557 -0.486 -3.808
31 H -0.378 -1.742 -1.641
32 H -0.824 -0.219 -0.835
33 H -0.193 -0.189 -2.508

## Properties
**Total charge**: +1
**Multiplicity**: 1

---

Record 4
DFT (ωB97M-V with the def2-TZVPD basis set) results for a 2-piece molecular cluster, C7H19NO overall in a non-equilibrium geometry.

Positions of all 28 atoms, in Å:
1 C 2.688 -0.221 1.302
2 N 1.618 0.332 0.487
3 C 1.122 1.679 0.903
4 C -0.042 1.641 1.886
5 C 0.781 2.263 -0.469
6 H 2.907 -1.234 0.964
7 H 2.436 -0.289 2.369
8 H 3.573 0.409 1.196
9 H 0.831 -0.318 0.483
10 H 1.980 2.210 1.329
11 H -0.364 2.657 2.111
12 H -0.892 1.117 1.452
13 H 0.246 1.148 2.816
14 H 1.542 1.417 -0.959
15 H -0.212 1.959 -0.805
16 H 0.818 3.349 -0.448
17 C -2.837 -1.115 -1.048
18 C -1.313 -1.113 -0.980
19 C -0.685 -1.974 -2.072
20 O -0.854 -1.518 0.309
21 H -3.249 -0.507 -0.245
22 H -3.226 -2.131 -0.954
23 H -3.173 -0.705 -1.999
24 H -0.956 -0.084 -1.081
25 H -1.029 -3.006 -1.989
26 H 0.399 -1.958 -1.977
27 H -0.954 -1.591 -3.054
28 H -1.155 -2.419 0.472

## Properties
**Total charge**: 0
**Multiplicity**: 1

---

Record 5
DFT (ωB97M-V with the def2-TZVPD basis set) results for a 2-piece molecular cluster, C7H19NO3SSi overall in a non-equilibrium geometry.

Positions of all 32 atoms, in Å:
1 C -0.666 -2.565 -0.470
2 C -0.666 -1.127 1.691
3 C -2.371 -0.653 -0.027
4 C 1.695 2.707 -2.389
5 C 2.881 0.208 0.302
6 C 0.933 2.569 0.586
7 C -0.865 -1.168 0.168
8 N -0.078 -0.249 -0.616
9 O 6.453 -1.403 1.996
10 O 6.436 0.032 0.037
11 O 1.369 1.419 -2.034
12 Si 1.233 0.922 -0.397
13 S 6.378 -1.340 0.532
14 H -0.609 -2.441 -1.540
15 H 0.241 -3.030 -0.111
16 H -1.509 -3.160 -0.160
17 H -0.371 -0.093 2.054
18 H 0.120 -1.814 2.112
19 H -1.616 -1.436 1.992
20 H -2.440 0.330 0.438
21 H -2.441 -0.476 -1.067
22 H -3.006 -1.347 0.323
23 H 1.329 3.450 -1.697
24 H 1.094 2.823 -3.298
25 H 2.774 2.714 -2.511
26 H 2.762 -0.849 0.724
27 H 3.583 0.060 -0.445
28 H 3.326 0.913 0.977
29 H 1.230 2.500 1.636
30 H 1.489 3.335 0.105
31 H -0.061 3.010 0.385
32 H -0.344 -0.209 -1.548

## Properties
**Total charge**: 0
**Multiplicity**: 1

---

Record 6
DFT (ωB97M-V with the def2-TZVPD basis set) results for C7H19NOSSi2 in the gas phase in a non-equilibrium geometry.

Positions of all 31 atoms, in Å:
1 C -0.715 -1.991 2.572
2 C 1.911 -0.762 1.634
3 C -0.627 1.058 2.252
4 C 0.276 -0.725 -3.299
5 C -1.770 1.505 -1.828
6 C 1.267 1.420 -1.066
7 C -0.821 -0.712 -0.172
8 N -2.292 -0.566 -0.019
9 O -4.617 -1.232 0.283
10 Si -0.018 -0.589 1.560
11 Si -0.243 0.353 -1.660
12 S -3.317 -1.705 -0.173
13 H -1.269 -1.711 3.473
14 H -1.584 -2.614 2.126
15 H 0.035 -2.771 2.870
16 H 2.310 -0.122 0.901
17 H 2.110 -0.386 2.579
18 H 2.096 -1.776 1.572
19 H -0.988 1.708 1.422
20 H -1.602 0.876 2.938
21 H 0.122 1.567 2.864
22 H 1.034 -1.305 -2.915
23 H -0.596 -1.324 -3.593
24 H 0.484 0.019 -3.940
25 H -1.658 2.441 -2.542
26 H -2.691 0.991 -2.271
27 H -2.106 1.915 -0.956
28 H 0.877 2.158 -0.525
29 H 1.918 0.785 -0.544
30 H 1.691 1.966 -1.940
31 H -0.754 -1.813 -0.575

## Properties
**Total charge**: 0
**Multiplicity**: 1

---

Record 7
DFT (ωB97M-V with the def2-TZVPD basis set) results for a 2-piece molecular cluster, C7H19NSSi2 overall in a non-equilibrium geometry.

Positions of all 30 atoms, in Å:
1 C -0.012 -1.668 2.278
2 C 1.592 -0.854 -1.797
3 C 3.067 -0.178 0.967
4 C 1.761 1.929 -0.639
5 C -2.516 0.616 1.615
6 C -1.551 1.367 -1.346
7 C -2.382 -1.541 -0.551
8 N 0.095 -0.198 0.612
9 Si 1.632 0.099 -0.131
10 Si -1.516 0.062 0.133
11 S 0.374 -3.095 1.832
12 H -0.379 -1.129 3.050
13 H 1.325 -1.881 -1.637
14 H 0.687 -0.346 -2.338
15 H 2.385 -0.710 -2.497
16 H 3.249 -1.310 1.229
17 H 4.006 0.106 0.471
18 H 3.047 0.502 1.905
19 H 2.425 2.555 -0.119
20 H 2.241 2.041 -1.642
21 H 0.773 2.285 -0.573
22 H -3.609 0.312 1.384
23 H -2.248 0.104 2.541
24 H -2.404 1.706 1.791
25 H -0.745 1.269 -2.076
26 H -2.621 1.459 -1.715
27 H -1.304 2.336 -0.854
28 H -1.494 -2.210 -0.593
29 H -2.992 -2.003 0.261
30 H -2.887 -1.625 -1.558

## Properties
**Total charge**: 0
**Multiplicity**: 1

---

Record 8
DFT (ωB97M-V with the def2-TZVPD basis set) results for a 2-piece molecular cluster, C7H19NSi overall in a non-equilibrium geometry.

Positions of all 28 atoms, in Å:
1 H -1.233 0.211 -1.988
2 N -0.812 -0.668 -1.597
3 Si 0.643 -0.161 -1.081
4 C 1.429 -1.315 0.248
5 C 1.666 -0.495 1.458
6 C 1.637 1.445 -1.298
7 C 0.875 2.556 -0.488
8 C 1.761 1.794 -2.777
9 H 0.840 -2.111 0.512
10 H 2.393 -1.719 -0.197
11 H 1.701 -1.003 2.420
12 H 2.655 0.021 1.486
13 H 1.001 0.402 1.550
14 H 2.660 1.194 -0.865
15 H 1.019 2.460 0.583
16 H 1.325 3.518 -0.775
17 H -0.151 2.596 -0.560
18 H 0.739 2.170 -3.021
19 H 1.931 1.026 -3.536
20 H 2.419 2.615 -2.931
21 C -2.304 -2.049 1.495
22 C -3.752 -1.613 1.648
23 H -1.768 -1.312 0.765
24 H -1.882 -2.034 2.523
25 H -2.313 -3.049 1.273
26 H -4.427 -1.849 0.817
27 H -3.806 -0.455 1.833
28 H -4.245 -2.175 2.504

## Properties
**Total charge**: 0
**Multiplicity**: 1

---

Ordered E_LUMO results: -7.637 2.737 -4.603 0.784 -1.488 -0.389 -1.242 0.609; unit eV.
Ordered HOMO energy results: -0.472 -0.108 -0.438 -0.308 -0.316 -0.343 -0.313 -0.337; unit Eh.